{"formula": "C27H22BrI2N7O3Ti", "method": "ωB97M-V with the def2-TZVPD basis set", "species": ["Ti", "O", "C", "C", "C", "C", "C", "C", "C", "O", "N", "N", "C", "C", "Br", "C", "C", "C", "C", "C", "C", "C", "H", "H", "H", "H", "H", "H", "H", "H", "H", "H", "H", "H", "H", "H", "I", "C", "C", "C", "I", "C", "C", "C", "C", "N", "C", "C", "O", "H", "H", "H", "H", "N", "C", "N", "N", "C", "N", "H", "H", "H", "H"], "coordinates": [[0.751618, -0.309928, -0.326881], [-0.932322, 4.678773, -0.875741], [0.297561, 4.710526, -1.546501], [0.882837, 5.940986, -1.789615], [2.092903, 5.881601, -2.494507], [2.687942, 4.712411, -2.921824], [2.083880, 3.492909, -2.577657], [0.838980, 3.450650, -1.933730], [0.155142, 2.169269, -1.495299], [0.962772, 1.015937, -1.604162], [-0.188669, 2.341454, -0.097897], [-0.295175, 1.145133, 0.615158], [-1.176771, 0.932055, 1.568307], [-1.241158, -0.333264, 2.249479], [0.466126, -1.254588, 2.556534], [-2.393960, -0.804209, 2.851055], [-3.800342, -0.491034, 2.568746], [-4.319595, 0.538760, 1.705447], [-5.573659, 0.496969, 1.157745], [-6.421970, -0.575820, 1.439243], [-6.013148, -1.550732, 2.324985], [-4.783375, -1.481229, 2.918707], [-1.478139, 5.389272, -1.176659], [0.429912, 6.877711, -1.451645], [2.530553, 6.819054, -2.757344], [3.608364, 4.767222, -3.521963], [2.534672, 2.536993, -2.772670], [-0.780908, 2.000541, -2.098450], [-0.768645, 3.167184, 0.096091], [-1.796547, 1.756354, 1.854941], [-2.179182, -1.656302, 3.562797], [-3.724810, 1.435614, 1.557366], [-5.888777, 1.320818, 0.478130], [-7.377653, -0.656385, 1.019137], [-6.714162, -2.371307, 2.505208], [-4.451669, -2.264124, 3.598392], [2.711145, -5.027527, -1.599920], [3.648444, -3.393984, -0.721322], [5.060632, -3.374205, -0.477422], [5.654662, -2.353073, 0.266141], [7.575371, -2.652393, 0.883815], [4.933316, -1.194625, 0.605338], [5.437168, 0.004513, 1.177464], [4.538759, 1.023124, 1.498386], [3.207023, 0.956592, 1.129699], [2.723753, -0.131163, 0.476418], [3.518801, -1.223496, 0.317425], [2.863877, -2.251830, -0.344993], [1.544422, -2.063784, -0.534643], [5.760521, -4.146572, -0.844955], [6.547569, 0.097594, 1.344841], [4.843452, 1.858621, 2.137702], [2.503656, 1.831594, 1.293444], [-1.316877, -4.874762, -0.543217], [-2.354678, -4.334616, -1.197600], [-3.277821, -5.176995, -1.683321], [-2.504345, -3.022030, -1.487180], [-1.738518, -2.063201, -1.237133], [-1.004619, -1.149991, -1.035538], [-1.085791, -5.870747, -0.632068], [-0.458440, -4.337277, -0.292091], [-3.263470, -6.189057, -1.553465], [-4.090641, -4.770008, -2.130741]], "forces_ev_per_angstrom": [[1.206, -1.200, -2.066], [0.619, -0.808, 0.045], [-0.897, -0.461, 0.042], [0.737, -1.245, -0.407], [-0.532, 0.726, -0.098], [-0.098, -0.517, 0.147], [-0.662, -0.032, 0.235], [0.933, 1.644, 0.202], [-0.629, 0.352, -0.699], [-0.297, -1.167, 1.463], [0.320, -0.811, 1.578], [-1.685, 1.213, 0.342], [1.932, 0.233, -1.555], [-1.310, -0.117, 1.548], [-1.122, 0.580, -0.599], [1.515, -0.553, 0.315], [-1.942, -0.247, -0.828], [1.605, -0.134, 1.066], [-0.679, 0.541, -0.547], [1.255, 0.399, 0.335], [-1.046, -0.222, -0.111], [2.479, 0.009, 0.237], [-0.538, 0.808, -0.191], [0.205, -0.409, -0.174], [0.437, 0.441, -0.123], [-0.495, -0.215, 0.492], [0.305, -0.125, -0.393], [0.749, -0.017, 0.326], [-0.139, -0.637, 0.271], [-0.539, 0.190, 0.133], [-0.702, 0.844, -0.961], [-0.073, -0.238, -0.380], [0.182, -0.762, 0.701], [-1.173, 0.057, -0.701], [0.458, 0.239, 0.289], [-0.192, 0.010, -0.088], [0.151, 0.195, -0.001], [-0.531, 1.748, 0.423], [-0.125, 0.303, 0.403], [-0.578, -0.703, -0.949], [0.812, 0.092, 0.135], [-1.234, 0.476, 0.151], [0.215, -0.226, 0.118], [0.931, 0.087, 0.810], [-1.251, -0.226, -0.849], [-0.115, 1.750, 1.142], [1.192, 1.194, -0.348], [1.071, -2.502, -0.330], [-0.030, 0.573, -0.435], [-0.976, 0.133, 0.289], [-1.426, -0.054, 0.036], [0.109, -0.156, -0.664], [0.921, -1.276, -0.207], [1.704, 0.262, 0.374], [0.306, -0.388, -0.842], [-0.200, 0.424, 0.166], [-0.707, -0.917, 0.230], [1.721, 0.667, 0.636], [-0.593, -0.779, 0.164], [-0.624, 0.622, 0.060], [-1.298, -0.223, -0.470], [0.129, 0.691, 0.082], [0.233, -0.131, 0.032]], "e_lumo_ev": -7.317, "total_charge": 2, "mol_weight_da": 874.10, "homo_ev": -12.9, "gap_ha": 0.204}

---

{"formula": "C27H22Cl2I2N4O3Pd", "method": "ωB97M-V with the def2-TZVPD basis set", "species": ["Pd", "Cl", "C", "C", "C", "I", "C", "O", "C", "N", "C", "C", "C", "C", "H", "H", "H", "H", "Cl", "C", "C", "C", "C", "N", "C", "H", "H", "H", "H", "C", "C", "C", "C", "C", "C", "C", "C", "C", "C", "O", "O", "H", "H", "H", "H", "H", "H", "H", "H", "H", "H", "H", "I", "C", "C", "N", "N", "C", "H", "H", "H"], "coordinates": [[0.391392, 0.203303, 1.185384], [2.328249, -2.499063, -5.315313], [1.354233, -1.587067, -4.163332], [0.012133, -1.473265, -4.370816], [-0.785360, -0.738611, -3.485926], [-2.824607, -0.586130, -3.879287], [-0.299624, -0.076495, -2.337157], [-0.994253, 0.613586, -1.562928], [1.154079, -0.236854, -2.141155], [1.675715, 0.364525, -1.059746], [2.959791, 0.314743, -0.836642], [3.854932, -0.370631, -1.681171], [3.349249, -1.015939, -2.773577], [1.962261, -0.959838, -3.043697], [-0.438597, -1.952960, -5.229468], [3.308157, 0.814616, 0.063662], [4.910956, -0.400203, -1.443491], [3.994054, -1.575882, -3.438910], [3.702380, 3.978719, 1.591795], [2.324417, 2.993453, 2.082235], [2.414577, 2.202584, 3.247853], [1.336180, 1.438025, 3.568385], [0.142526, 1.492713, 2.776158], [0.076867, 2.285513, 1.645054], [1.206273, 2.965163, 1.306425], [3.329593, 2.171176, 3.825148], [1.366398, 0.759588, 4.411709], [-0.808824, 1.221711, 3.231116], [1.166520, 3.513567, 0.371429], [2.801996, -8.168600, 2.331558], [2.386729, -6.732989, 2.144545], [3.166674, -5.851899, 1.405193], [2.808887, -4.516501, 1.244716], [3.666283, -3.602363, 0.412973], [1.651438, -4.039331, 1.863202], [0.854654, -4.906758, 2.601954], [-0.421515, -4.415533, 3.231049], [1.225657, -6.241969, 2.726206], [1.268004, -2.577171, 1.728180], [1.244255, -1.900357, 2.772661], [0.997017, -2.190006, 0.571202], [3.582859, -8.444947, 1.622305], [1.960883, -8.850147, 2.186963], [3.194193, -8.347125, 3.336423], [4.073903, -6.211772, 0.930361], [4.533962, -4.137720, 0.023717], [4.017254, -2.752050, 1.002679], [3.094538, -3.178717, -0.412112], [-1.235736, -4.432724, 2.503365], [-0.309763, -3.387308, 3.573736], [-0.704086, -5.054121, 4.069406], [0.592227, -6.911305, 3.301453], [-5.141983, 0.850259, 3.831928], [-3.795995, 0.256415, 2.398950], [-3.506995, 0.908210, 1.216856], [-2.584947, 0.163635, 0.597633], [-2.232632, -0.911688, 1.303554], [-2.974777, -0.884805, 2.399079], [-3.873187, 1.827505, 0.799117], [-2.049035, 0.366675, -0.273191], [-2.867782, -1.649716, 3.148765]], "forces_ev_per_angstrom": [[0.346, 0.392, 0.110], [-0.042, 0.050, 0.075], [0.059, 0.055, 0.041], [-0.070, 0.024, 0.041], [0.117, -0.070, -0.065], [-0.148, 0.027, -0.001], [0.176, -0.233, -0.320], [-0.310, 0.173, 0.213], [-0.099, 0.012, -0.083], [-0.261, 0.145, 0.143], [0.265, -0.101, 0.091], [-0.138, 0.053, 0.103], [-0.048, 0.001, -0.034], [0.269, -0.232, -0.206], [-0.010, 0.001, -0.004], [0.020, -0.010, -0.019], [0.002, 0.003, -0.017], [-0.013, 0.008, -0.002], [-0.054, -0.026, 0.045], [0.221, -0.008, 0.147], [0.199, 0.142, -0.124], [-0.259, -0.182, 0.049], [0.090, -0.025, -0.174], [-0.003, -0.300, 0.177], [-0.203, -0.031, -0.180], [-0.004, 0.018, -0.015], [-0.022, 0.019, -0.003], [0.016, 0.000, -0.034], [-0.008, 0.000, 0.012], [-0.013, -0.043, -0.008], [0.028, 0.070, -0.011], [-0.067, 0.000, 0.017], [0.048, -0.050, -0.020], [0.016, 0.051, 0.023], [0.212, 0.019, -0.098], [-0.147, -0.100, 0.115], [-0.039, -0.028, 0.068], [0.027, -0.017, 0.013], [-0.112, 0.004, -0.114], [0.071, 0.093, 0.249], [-0.021, 0.293, -0.111], [0.017, -0.006, -0.026], [-0.012, -0.002, -0.001], [0.001, 0.015, 0.024], [0.047, -0.031, -0.017], [0.025, 0.003, -0.019], [-0.011, 0.011, 0.018], [-0.032, -0.026, -0.016], [-0.027, 0.022, -0.044], [0.022, -0.051, 0.000], [-0.044, -0.027, 0.034], [-0.022, -0.032, 0.022], [-0.134, 0.051, 0.146], [0.113, -0.072, -0.182], [-0.005, 0.006, 0.016], [0.220, 0.009, -0.192], [-0.198, -0.234, -0.013], [0.072, 0.148, 0.010], [-0.025, 0.069, -0.008], [-0.071, -0.013, 0.110], [-0.025, -0.038, 0.051]], "e_lumo_ev": 3.621, "total_charge": -2, "mol_weight_da": 881.63, "homo_ev": -1.3, "gap_ha": 0.181, "e_above_lowest_kcal_mol": 25.1}

---

{"formula": "C27H22Cl6O16", "method": "ωB97M-V with the def2-TZVPD basis set", "species": ["O", "C", "C", "C", "O", "C", "O", "C", "C", "O", "H", "H", "H", "H", "O", "C", "C", "C", "O", "C", "O", "C", "C", "O", "H", "H", "H", "H", "O", "C", "C", "C", "O", "C", "O", "C", "C", "O", "H", "H", "H", "H", "O", "C", "C", "C", "O", "C", "O", "C", "C", "O", "H", "H", "H", "H", "Cl", "C", "Cl", "H", "H", "Cl", "C", "Cl", "H", "H", "Cl", "C", "Cl", "H", "H"], "coordinates": [[4.788571, 2.644542, -2.814935], [4.138290, 3.286357, -2.000841], [2.879714, 2.833182, -1.409857], [2.266364, 3.564232, -0.490111], [1.138369, 3.213105, 0.120494], [2.756673, 4.923090, -0.062618], [2.102347, 5.532427, 0.763890], [3.984791, 5.395194, -0.680865], [4.644477, 4.629167, -1.562299], [5.771455, 5.052995, -2.158019], [2.556403, 1.825772, -1.620553], [0.942721, 3.942532, 0.744226], [4.396663, 6.368590, -0.446439], [5.909915, 4.492582, -2.943216], [1.237789, -2.525029, 0.379579], [2.060386, -2.404993, -0.467122], [2.826808, -1.176897, -0.702585], [3.880677, -1.171114, -1.524550], [4.627274, -0.073174, -1.691633], [4.331429, -2.401853, -2.288780], [5.358885, -2.388209, -2.932516], [3.405251, -3.537267, -2.224706], [2.347733, -3.518716, -1.426513], [1.429627, -4.492928, -1.457527], [2.589197, -0.328547, -0.076050], [5.209599, -0.172187, -2.463495], [3.520617, -4.366662, -2.912003], [0.868887, -4.386534, -0.666564], [2.649206, -3.520455, -5.730044], [2.267986, -2.441871, -5.382927], [1.117529, -2.262850, -4.476781], [0.805696, -1.113370, -3.888133], [-0.236931, -0.979590, -3.068593], [1.599895, 0.131481, -4.132538], [1.378416, 1.166920, -3.543852], [2.607459, 0.005518, -5.192725], [2.876076, -1.126842, -5.825767], [3.792743, -1.186645, -6.804141], [0.483733, -3.118724, -4.268682], [-0.157829, -0.118535, -2.609786], [3.060744, 0.903257, -5.604640], [3.629921, -1.972663, -7.346178], [-0.690996, 2.142593, 1.991925], [-1.682900, 1.484693, 1.817844], [-2.693822, 1.262079, 2.837153], [-3.779134, 0.568521, 2.570130], [-4.738807, 0.403911, 3.489563], [-4.005830, -0.099312, 1.238587], [-5.028438, -0.703741, 1.065069], [-2.919371, -0.014499, 0.280420], [-1.862870, 0.762026, 0.517528], [-0.891943, 0.971563, -0.378071], [-2.590001, 1.742564, 3.798393], [-5.207938, -0.425454, 3.280061], [-3.044110, -0.529596, -0.662606], [-0.314703, 1.670960, 0.000984], [-1.874505, -4.346280, 6.001032], [-3.415464, -4.071675, 5.187917], [-3.516261, -2.430444, 4.518572], [-3.504357, -4.750041, 4.348925], [-4.225082, -4.233565, 5.884923], [-6.975439, -1.515016, 4.639667], [-7.936768, -2.978889, 4.889002], [-6.982449, -4.461211, 4.719749], [-8.310411, -2.942407, 5.900027], [-8.697133, -3.015454, 4.125012], [-5.703077, 4.071924, 7.159625], [-4.546541, 3.139838, 6.200376], [-4.007868, 3.988944, 4.752372], [-3.685474, 2.965934, 6.830473], [-5.013865, 2.216749, 5.885743]], "forces_ev_per_angstrom": [[-0.269, 0.595, 0.305], [-0.259, -0.624, -0.132], [0.777, -0.824, -0.155], [-0.463, 0.633, 0.252], [0.057, -0.138, -0.009], [0.454, 0.152, -0.151], [0.049, -0.145, -0.137], [0.390, 0.167, 0.053], [0.196, 0.508, -0.391], [-0.505, -0.141, -0.011], [-0.101, 0.073, -0.296], [-0.153, -0.096, 0.093], [-0.239, 0.015, 0.183], [0.151, -0.215, 0.292], [-1.694, -0.517, 1.477], [1.924, 1.016, -1.744], [-0.081, -0.176, 0.605], [0.628, 0.452, -0.364], [-0.264, -0.125, 0.038], [-0.767, -0.448, 0.029], [-0.147, 0.349, 0.093], [0.642, -0.052, -0.719], [-0.775, -0.493, 0.200], [0.110, -0.031, 0.400], [-0.033, 0.131, -0.076], [0.065, -0.225, 0.150], [0.278, 0.051, 0.027], [-0.033, 0.120, -0.160], [0.708, -0.677, -0.806], [-1.514, 1.509, 1.069], [-0.278, -0.883, -0.054], [-0.128, 0.602, 0.351], [0.071, 0.128, 0.398], [0.790, -0.304, -0.885], [-0.358, -0.186, 0.226], [-0.012, 1.191, -0.238], [0.667, -1.234, -0.212], [-0.335, 0.178, -0.190], [0.259, -0.133, -0.031], [-0.135, -0.092, -0.169], [0.020, 0.062, 0.452], [0.224, -0.184, 0.270], [0.757, 0.670, -0.092], [-0.792, -0.772, 0.496], [0.681, 1.023, 0.311], [-0.861, -0.591, 0.057], [0.055, -0.377, 0.003], [1.117, 0.166, 0.475], [-0.965, -0.569, -0.166], [-0.295, -0.114, -0.565], [0.277, 0.201, -0.552], [-0.011, 0.188, 0.276], [0.233, 0.002, 0.004], [-0.222, 0.329, -0.238], [0.017, -0.010, -0.008], [0.173, -0.173, -0.105], [-0.027, -0.060, 0.032], [0.047, 0.041, -0.337], [0.028, -0.029, 0.152], [0.095, -0.099, 0.024], [-0.033, 0.160, 0.122], [-0.136, 0.032, 0.105], [0.374, -0.040, -0.154], [0.083, -0.041, 0.023], [-0.237, -0.020, 0.035], [-0.237, 0.083, 0.068], [-0.073, 0.025, -0.063], [0.009, -0.020, 0.127], [-0.011, 0.171, -0.064], [0.083, -0.090, -0.023], [-0.045, -0.072, 0.021]], "e_lumo_ev": -1.533, "smiles": "O=C1C=C(O)C(=O)C=C1O.O=C1C=C(O)C(=O)C=C1O.O=C1C=C(O)C(=O)C=C1O.O=C1C=C(O)C(=O)C=C1O.ClCCl.ClCCl.ClCCl", "mol_weight_da": 815.18, "homo_ev": -9.6, "gap_ha": 0.297, "e_above_lowest_kcal_mol": 0.0}